Molecular formula: C32H54BFeN9S8
Method: DFT, the ωB97M-V functional and the def2-TZVPD basis

Geometry as XYZ:
```
105
Properties=species:S:1:pos:R:3:forces:R:3:mulliken_spin:R:1
Fe -1.0560 -0.6572 -0.1409 0.244 0.192 0.455 3.52
C 1.0167 -1.4528 6.1267 -0.025 0.010 -0.023 0.00
C 1.1346 -1.0454 4.6583 -0.018 -0.070 -0.003 0.00
C 2.4965 -0.3838 4.4468 0.015 -0.001 -0.012 0.00
C 0.9776 -2.2932 3.7937 0.021 0.018 -0.015 0.00
N 0.0625 -0.0615 4.3352 -0.006 0.005 0.040 0.00
C -0.8586 0.4291 5.2478 0.009 0.003 -0.037 0.00
C -1.5874 1.3641 4.6134 0.035 -0.032 0.000 0.00
N -1.1298 1.4615 3.3194 0.038 0.075 0.053 -0.02
B -1.7247 2.5390 2.3798 -0.009 -0.085 -0.026 0.06
N -3.0940 2.1495 1.7843 0.031 0.017 0.009 -0.01
C -3.9635 3.1494 1.4129 -0.021 -0.018 -0.025 0.00
C -5.0100 2.5803 0.7949 0.037 -0.010 -0.003 0.00
N -4.7958 1.2097 0.7893 -0.016 0.026 -0.042 0.01
C -3.5983 0.9586 1.3857 -0.015 -0.019 -0.005 0.01
S -2.8401 -0.5544 1.6539 0.128 -0.073 0.017 0.06
C -5.7808 0.3197 0.0964 -0.022 -0.001 -0.004 0.00
C -7.1668 0.6341 0.6737 0.030 -0.007 0.020 0.00
C -5.7273 0.6510 -1.3953 -0.017 0.001 0.003 0.00
C -5.5143 -1.1685 0.2859 0.002 -0.001 -0.027 -0.01
N -0.6847 3.0069 1.3276 -0.089 0.166 0.016 -0.01
C 0.3634 3.7880 1.7593 0.025 -0.045 -0.018 0.00
C 1.1372 4.0685 0.7002 -0.020 -0.014 0.005 0.00
N 0.5595 3.4654 -0.4085 -0.009 0.109 0.015 0.01
C -0.5583 2.7944 -0.0015 0.012 -0.134 0.001 0.01
S -1.6061 1.8209 -0.9358 -0.042 0.016 0.026 0.04
C 1.1484 3.7170 -1.7567 0.065 -0.050 0.004 0.00
C 1.1561 5.2351 -1.9744 -0.013 -0.020 0.005 0.00
C 2.5742 3.1591 -1.7453 -0.013 -0.009 -0.019 0.00
C 0.3842 3.0793 -2.9113 -0.005 -0.015 -0.016 0.00
C -0.1318 0.5697 3.1407 -0.011 -0.015 -0.023 0.03
S 0.7133 0.2860 1.6816 -0.074 0.031 -0.182 0.03
H 1.8047 -2.1766 6.3325 0.001 0.007 0.002 0.00
H 0.0611 -1.9353 6.3364 -0.007 -0.004 -0.002 0.00
H 1.1515 -0.6067 6.8028 -0.004 0.012 0.001 0.00
H 3.2832 -1.0875 4.7250 0.003 -0.004 0.002 0.00
H 2.5886 0.5076 5.0719 0.003 0.001 0.013 0.00
H 2.6298 -0.1000 3.4047 0.006 -0.004 0.021 0.00
H 1.7214 -3.0346 4.0914 0.002 -0.005 0.004 0.00
H 1.1184 -2.0643 2.7413 -0.010 -0.016 0.062 0.00
H -0.0180 -2.7229 3.9138 0.003 0.001 0.002 0.00
H -0.9286 0.0747 6.2562 0.018 -0.014 0.027 0.00
H -2.4007 1.9715 4.9679 0.002 0.006 -0.001 0.00
H -1.9353 3.5095 3.0784 -0.007 -0.016 0.021 0.00
H -3.7490 4.1834 1.6150 0.004 0.001 0.003 0.00
H -5.8781 3.0292 0.3532 -0.018 -0.005 -0.003 0.00
H -7.5059 1.6414 0.4320 0.008 0.022 0.006 0.00
H -7.1639 0.5187 1.7588 -0.003 -0.017 0.002 0.00
H -7.8891 -0.0664 0.2546 0.000 0.008 -0.012 0.00
H -5.9521 1.7024 -1.5827 -0.018 0.013 0.000 0.00
H -6.4593 0.0410 -1.9273 0.006 -0.006 -0.002 0.00
H -4.7379 0.4273 -1.7958 -0.046 0.014 0.011 0.00
H -5.4600 -1.4452 1.3370 -0.033 -0.005 -0.007 0.00
H -4.5941 -1.4857 -0.1978 -0.065 0.018 0.040 0.02
H -6.3485 -1.6999 -0.1773 0.006 -0.004 -0.029 0.00
H 0.4769 4.0510 2.7959 -0.016 0.022 -0.002 0.00
H 2.0442 4.6384 0.6400 0.010 0.008 -0.014 0.00
H 1.8000 5.7518 -1.2626 0.001 0.009 0.012 0.00
H 0.1449 5.6337 -1.8782 -0.003 0.000 -0.017 0.00
H 1.5195 5.4538 -2.9791 0.016 -0.003 0.004 0.00
H 3.2079 3.6634 -1.0141 -0.005 0.014 0.023 0.00
H 3.0225 3.2952 -2.7312 0.009 0.004 0.001 0.00
H 2.5502 2.0925 -1.5178 -0.007 0.028 -0.019 0.00
H -0.6440 3.4298 -2.9660 0.020 0.006 -0.005 0.00
H 0.3672 1.9946 -2.8516 0.004 0.057 -0.020 0.00
H 0.9066 3.3710 -3.8256 0.009 0.003 -0.011 0.00
S -3.9425 -2.8349 -3.9327 -0.098 -0.137 -0.083 0.46
C -3.1830 -2.4712 -2.4789 0.192 0.359 0.352 -0.02
S -2.4827 -0.9708 -2.1148 -0.075 -0.149 -0.491 0.05
S -3.3257 -3.8101 -1.4690 -0.028 -0.120 -0.126 0.59
C 5.8611 -1.8897 -2.1540 0.003 0.002 0.003 0.00
C 5.9699 -0.6715 -1.2398 -0.024 -0.020 -0.006 0.00
C 4.6454 0.0420 -0.9683 0.006 -0.021 -0.008 0.00
C 3.6815 -0.6821 -0.0309 0.030 0.014 -0.040 -0.01
N 3.0414 -1.8354 -0.6415 0.043 -0.106 0.187 0.00
C 1.9384 -1.7753 -1.4088 -0.036 -0.088 -0.126 0.02
S 1.1280 -0.2990 -1.6851 -0.131 -0.127 -0.079 0.06
N 1.5538 -2.9373 -1.9434 0.006 0.147 0.021 0.00
C 0.3433 -3.1823 -2.7147 0.019 -0.006 -0.012 0.02
C 0.6197 -4.0449 -3.9394 -0.001 0.033 -0.014 0.00
C 1.2514 -3.3034 -5.1174 -0.008 0.002 -0.006 0.00
C 2.6087 -2.6624 -4.8372 -0.001 -0.006 0.005 0.00
H 6.8479 -2.3000 -2.3783 0.001 0.007 -0.005 0.00
H 5.3834 -1.6212 -3.0991 -0.005 -0.004 0.003 0.00
H 5.2635 -2.6820 -1.7059 0.002 -0.005 -0.001 0.00
H 6.6616 0.0445 -1.6938 0.002 -0.002 0.000 0.00
H 6.4208 -0.9671 -0.2859 0.008 0.013 0.003 0.00
H 4.1238 0.2283 -1.9127 0.003 0.032 0.008 0.00
H 4.8507 1.0233 -0.5293 0.012 -0.008 0.013 0.00
H 2.9182 0.0138 0.3124 -0.013 -0.006 0.020 0.00
H 4.2113 -1.0498 0.8515 0.016 0.022 0.003 0.00
H 3.2288 -2.7385 -0.2243 -0.034 -0.011 -0.014 0.00
H 1.9881 -3.7635 -1.5524 -0.009 0.008 0.023 0.00
H -0.0686 -2.2194 -3.0083 -0.023 0.049 0.008 -0.01
H -0.3887 -3.6652 -2.0650 -0.050 -0.001 0.003 -0.01
H -0.3405 -4.4551 -4.2620 0.006 -0.024 0.004 0.00
H 1.2434 -4.9010 -3.6526 0.004 0.011 -0.001 0.00
H 0.5526 -2.5293 -5.4488 -0.001 -0.003 -0.005 0.00
H 1.3514 -4.0052 -5.9512 -0.005 0.004 -0.004 0.00
H 2.5207 -1.8270 -4.1417 -0.005 0.002 -0.002 0.00
H 3.0508 -2.2814 -5.7605 0.000 0.004 0.001 0.00
H 3.3067 -3.3836 -4.4034 0.001 -0.004 -0.003 0.00
S -0.8495 -3.0269 0.7225 0.015 -0.134 0.074 0.04
C 0.6712 -3.7109 0.7576 -0.072 0.032 -0.034 0.01
N 1.7133 -4.2308 0.7676 0.095 0.040 0.030 0.03
```
Forces are in eV/Å.

For the HOMO energy (alpha / beta), the calculation gives -4.54 / -4.90 eV. As for the spin multiplicity: 6. The relative energy (zero: lowest compared OMol25 entry of this formula, charge and spin) comes out at 0.0 kcal per mole. The charge is -1. Its gap between HOMO and LUMO (alpha / beta) is 6.848 / 6.397 eV. The expectation value of S² is 8.771.